Entry 1:
Below is C26H30IN2O2S3SbTi as an isolated structure, with properties calculated with ωB97M-V/def2-TZVPD.

Atoms and positions in Å:
Ti 2.01 0.49 0.83
C -1.57 -0.08 -2.22
C -2.00 1.07 -1.35
C -3.07 0.88 -0.46
C -3.72 -0.48 -0.39
C -3.47 1.91 0.39
C -4.66 1.71 1.30
C -2.76 3.11 0.41
C -3.10 4.17 1.44
C -1.71 3.31 -0.48
C -0.95 4.62 -0.52
C -1.31 2.28 -1.34
C -0.07 2.48 -2.17
H -0.92 -0.77 -1.66
H -1.02 0.23 -3.10
H -2.43 -0.66 -2.57
H -2.96 -1.27 -0.42
H -4.40 -0.66 -1.23
H -4.28 -0.62 0.53
H -5.12 2.66 1.57
H -4.37 1.22 2.24
H -5.43 1.11 0.83
H -3.44 3.71 2.37
H -3.90 4.84 1.10
H -2.24 4.77 1.68
H -0.03 4.57 0.07
H -1.55 5.45 -0.14
H -0.66 4.87 -1.54
H -0.24 3.16 -3.02
H 0.32 1.55 -2.57
H 0.73 2.91 -1.56
C 2.52 0.65 -3.74
C 2.17 -0.68 -3.14
N 1.94 -1.69 -3.99
C 1.67 -2.89 -3.48
C 1.66 -3.19 -2.13
C 1.38 -4.60 -1.70
O 2.51 -5.27 -1.13
C 1.93 -2.15 -1.19
C 2.02 -2.42 0.19
N 2.28 -1.52 1.17
C 2.19 -1.99 2.49
C 1.20 -2.90 2.88
C 1.10 -3.33 4.19
C 1.98 -2.85 5.16
C 2.95 -1.93 4.79
C 3.06 -1.52 3.48
I 4.50 -0.11 2.95
C 2.12 -0.86 -1.76
O 2.29 0.19 -0.94
H 1.76 0.95 -4.46
H 3.46 0.55 -4.29
H 2.63 1.42 -2.98
H 1.46 -3.68 -4.20
H 1.01 -5.17 -2.56
H 0.60 -4.62 -0.93
H 3.29 -4.94 -1.59
H 1.96 -3.46 0.48
H 0.48 -3.23 2.15
H 0.32 -4.02 4.47
H 1.89 -3.16 6.19
H 3.63 -1.52 5.54
S 1.28 1.69 4.67
Sb 0.56 2.57 2.72
S -0.13 0.51 1.40
S 2.62 2.63 1.28

Calculated values
lowest unoccupied orbital energy (spin up / spin down): 2.36 / 1.91 eV
electronic energy: -3850.976659 Eh
HOMO (spin up / spin down): -0.1289 / -0.1748 hartree
energy above the lowest of the compared OMol25 structures with the same formula, charge and spin: 25.4 kcal/mol
total charge: -1
2S+1: 2
largest force on an atom: 0.263 eV Å⁻¹

Entry 2:
Below is a 3-piece molecular cluster, C26H60ClN6O7P3 overall at a distorted geometry, with properties calculated with ωB97M-V/def2-TZVPD.

Atoms and positions in Å:
C -1.36 -3.58 -1.40
C -0.23 -2.76 -2.04
C 0.00 -1.49 -1.22
C -1.11 -0.44 -1.40
C -1.94 -0.21 -0.13
C -2.87 1.02 -0.31
C -4.35 0.63 -0.39
C -4.72 -0.23 -1.60
C -4.85 0.44 -2.97
P -3.39 1.25 -3.76
O -4.11 2.14 -4.93
Cl -2.47 -0.30 -4.83
C -6.11 1.27 -2.67
O -6.34 2.45 -2.80
O -6.96 0.36 -2.13
C -6.21 -0.72 -1.51
C -6.81 -0.87 -0.13
O -8.21 -1.22 -0.25
C -8.39 -2.50 -0.69
C -8.47 -3.54 0.41
O -8.50 -2.79 -1.86
H -1.46 -4.56 -1.85
H -1.18 -3.67 -0.33
H -2.30 -3.05 -1.54
H 0.70 -3.33 -2.05
H -0.49 -2.51 -3.07
H 0.04 -1.81 -0.17
H 0.94 -1.04 -1.52
H -0.70 0.52 -1.72
H -1.81 -0.83 -2.14
H -2.59 -1.07 0.06
H -1.25 -0.08 0.70
H -2.78 1.61 0.61
H -2.57 1.63 -1.16
H -4.54 0.07 0.53
H -4.96 1.53 -0.32
H -4.14 -1.15 -1.56
H -5.25 -0.33 -3.64
H -4.89 1.67 -5.26
H -6.23 -1.59 -2.15
H -6.34 -1.67 0.44
H -6.78 0.06 0.42
H -8.72 -4.50 -0.03
H -9.22 -3.28 1.14
H -7.48 -3.63 0.86
C 4.47 -5.30 2.31
N 4.84 -4.16 1.49
C 5.08 -4.60 0.12
P 3.90 -2.71 1.54
O 2.57 -3.24 1.07
N 3.40 -2.21 3.10
C 3.90 -2.74 4.34
C 1.99 -1.84 3.23
N 5.37 -1.71 1.76
C 5.44 -0.60 0.80
C 6.71 -2.25 1.96
H 5.21 -6.10 2.18
H 3.48 -5.71 2.09
H 4.51 -5.05 3.37
H 5.48 -3.77 -0.48
H 4.16 -4.95 -0.37
H 5.82 -5.40 0.09
H 3.40 -3.68 4.61
H 3.72 -2.03 5.16
H 4.97 -2.91 4.32
H 1.35 -2.72 3.36
H 1.65 -1.29 2.36
H 1.86 -1.18 4.10
H 5.68 -0.94 -0.21
H 6.19 0.14 1.10
H 4.47 -0.08 0.75
H 7.15 -2.69 1.06
H 6.73 -2.99 2.75
H 7.36 -1.43 2.28
C -0.55 4.87 -0.54
N 0.40 4.44 0.47
C -0.29 3.81 1.58
P 1.81 3.54 0.02
O 1.17 2.30 -0.55
N 2.60 4.10 -1.40
C 2.35 5.36 -2.05
C 2.94 3.08 -2.39
N 2.88 4.59 1.00
C 3.76 3.81 1.88
C 2.43 5.78 1.71
H -1.34 5.46 -0.07
H -1.02 4.03 -1.08
H -0.09 5.53 -1.27
H 0.41 3.60 2.40
H -0.76 2.86 1.29
H -1.06 4.48 1.98
H 1.47 5.31 -2.70
H 3.20 5.64 -2.67
H 2.21 6.17 -1.34
H 2.09 2.82 -3.02
H 3.30 2.17 -1.91
H 3.75 3.44 -3.03
H 3.21 3.36 2.72
H 4.57 4.43 2.28
H 4.23 2.99 1.32
H 1.82 5.56 2.59
H 1.87 6.44 1.06
H 3.31 6.33 2.04

Calculated values
lowest unoccupied orbital energy: -0.03 eV
electronic energy: -3366.064266 Eh
HOMO: -0.3016 hartree
total charge: 0
SMILES: CCCCCCC[C@@H]1[C@H](P(O)Cl)C(=O)O[C@@H]1COC(C)=O.CN(C)P(=O)(N(C)C)N(C)C.CN(C)P(=O)(N(C)C)N(C)C
largest force on an atom: 6.053 eV Å⁻¹

Entry 3:
Below is an isolated molecule of C3H2N2S at a distorted geometry, with properties calculated with ωB97M-V/def2-TZVPD.

Atoms and positions in Å:
S -2.57 -0.12 -0.03
C -0.98 -0.16 0.03
C -0.08 1.02 0.00
N 1.13 0.68 -0.03
C 1.07 -0.77 -0.04
N -0.11 -1.29 0.03
H -0.42 2.08 0.09
H 1.96 -1.43 -0.05

Calculated values
lowest unoccupied orbital energy: -2.17 eV
electronic energy: -623.161249 Eh
HOMO: -0.3543 hartree
energy above the lowest of the compared OMol25 structures with the same formula, charge and spin: 7.4 kcal/mol
total charge: 0
SMILES: S=C1C=NC=N1
largest force on an atom: 1.735 eV Å⁻¹